No. 1
The following is a quantum chemistry calculation of a single C2H7NOSi molecule, from the Open Molecules 2025 dataset.

Geometry as XYZ:
```
12
Properties=species:S:1:pos:R:3
H -2.16 -0.27 0.99
N -1.36 0.34 0.86
C -0.44 -0.12 0.13
Si -0.10 -1.94 -0.86
O 0.67 0.57 -0.14
C 0.85 1.85 0.44
H 1.19 -2.44 -0.41
H -1.20 -2.83 -0.48
H -0.14 -1.65 -2.28
H 1.55 2.38 -0.20
H 1.26 1.74 1.45
H -0.11 2.38 0.49
```

Its energy relative to the best compared isomer or geometry (same formula, charge and spin) is 211.9 kJ/mol. The value obtained for the HOMO energy is -9.48 eV. Its frontier orbital gap is 10.42 eV. The multiplicity is 1. The calculation puts the total energy at -499.83711 a.u. As for the SMILES: [H]/N=C(\[SiH3])OC.

Let us look at the natural (NBO) charges, expressed in e, one per atom:
1. H 0.360
2. N -0.754
3. C 0.325
4. Si 0.755
5. O -0.536
6. C -0.270
7. H -0.147
8. H -0.166
9. H -0.149
10. H 0.191
11. H 0.185
12. H 0.206

***

No. 2
The following is a quantum chemistry calculation of C30H70F6MgO20S2 as an isolated structure, from the Open Molecules 2025 dataset.

Geometry as XYZ:
```
129
Properties=species:S:1:pos:R:3
Mg -3.02 -1.55 1.77
C -4.43 2.00 -0.07
F -4.66 1.46 -1.26
F -3.09 2.04 0.10
F -4.89 3.24 -0.02
S -5.16 0.98 1.30
O -6.31 0.34 0.72
O -4.07 0.04 1.59
O -5.39 1.91 2.36
C -0.40 0.16 -1.41
F 0.58 -0.07 -2.28
F -0.22 1.33 -0.81
F -1.56 0.18 -2.08
S -0.47 -1.17 -0.16
O -0.39 -2.41 -0.87
O 0.56 -0.91 0.82
O -1.80 -0.95 0.42
C -2.43 5.47 -8.48
O -1.98 4.54 -7.53
C -2.68 4.65 -6.31
C -2.43 3.46 -5.45
O -1.18 3.57 -4.82
C -0.91 2.48 -3.98
H -2.12 6.49 -8.20
H -3.51 5.44 -8.63
H -1.96 5.24 -9.44
H -3.74 4.87 -6.42
H -2.27 5.49 -5.73
H -2.44 2.55 -6.08
H -3.25 3.34 -4.73
H -0.14 2.79 -3.27
H -0.60 1.61 -4.58
H -1.79 2.15 -3.42
C 2.89 0.74 2.90
O 4.21 1.19 2.95
C 4.33 2.57 3.22
C 5.79 2.91 3.15
O 6.03 4.12 3.84
C 7.37 4.52 3.73
H 2.95 -0.34 2.75
H 2.29 1.15 2.08
H 2.34 0.91 3.84
H 3.88 2.75 4.21
H 3.75 3.18 2.51
H 6.05 3.01 2.08
H 6.40 2.08 3.52
H 8.04 3.82 4.25
H 7.47 5.52 4.15
H 7.65 4.64 2.67
C -4.62 -1.97 4.42
O -4.32 -2.28 3.06
C -5.18 -3.28 2.51
C -5.29 -3.12 1.00
O -4.04 -2.70 0.47
C -4.08 -2.53 -0.96
H -5.38 -1.19 4.48
H -3.71 -1.65 4.91
H -4.96 -2.86 4.96
H -6.18 -3.17 2.92
H -4.78 -4.27 2.79
H -6.01 -2.32 0.79
H -5.69 -4.04 0.57
H -4.61 -1.60 -1.18
H -4.59 -3.38 -1.41
H -3.06 -2.44 -1.32
C 1.57 -3.57 -3.41
O 2.14 -3.69 -4.70
C 1.60 -2.79 -5.62
C 1.82 -1.33 -5.28
O 3.16 -1.10 -4.92
C 3.42 0.26 -4.73
H 2.01 -2.70 -2.91
H 1.90 -4.42 -2.81
H 0.49 -3.45 -3.38
H 0.52 -2.94 -5.77
H 2.04 -3.04 -6.58
H 1.10 -0.93 -4.56
H 1.62 -0.79 -6.23
H 4.48 0.40 -4.54
H 2.85 0.70 -3.91
H 3.23 0.84 -5.65
C 0.12 4.25 4.64
O -0.10 4.11 3.28
C -1.24 4.84 2.83
C -1.33 4.70 1.34
O -0.27 5.36 0.73
C 0.18 4.69 -0.42
H -0.02 5.30 4.96
H 1.14 3.98 4.91
H -0.57 3.65 5.25
H -1.12 5.89 3.11
H -2.14 4.47 3.34
H -2.32 5.06 1.00
H -1.38 3.63 1.08
H 1.08 5.12 -0.84
H -0.61 4.63 -1.18
H 0.46 3.65 -0.17
C -1.58 0.61 3.33
O -1.94 -0.77 3.28
C -0.98 -1.63 3.85
C -1.29 -3.06 3.49
O -1.65 -3.09 2.10
C -1.71 -4.41 1.57
H -2.50 1.20 3.28
H -0.90 0.85 2.51
H -1.12 0.83 4.29
H -0.93 -1.50 4.94
H 0.03 -1.36 3.50
H -2.17 -3.44 4.02
H -0.42 -3.69 3.69
H -0.86 -4.99 1.91
H -1.67 -4.31 0.48
H -2.67 -4.90 1.76
C 2.25 -3.43 1.25
O 3.38 -4.25 1.33
C 3.62 -4.91 0.11
C 5.08 -5.30 0.00
O 5.53 -5.81 1.25
C 6.53 -6.77 1.12
H 1.36 -4.04 1.00
H 2.25 -2.69 0.44
H 2.05 -2.91 2.19
H 3.41 -4.23 -0.72
H 2.99 -5.80 0.02
H 5.71 -4.47 -0.33
H 5.16 -6.11 -0.73
H 6.71 -7.17 2.12
H 7.44 -6.33 0.69
H 6.26 -7.60 0.45
```

The value obtained for the HOMO energy is -9.33 eV. Its frontier orbital gap is 9.04 eV. The multiplicity is 1. The calculation puts the total energy at -4285.41970 a.u.

These are the Mulliken partial charges, in e, on atoms 1 to 99:
1. Mg 1.829
2. C 0.606
3. F -0.252
4. F -0.183
5. F -0.251
6. S 1.075
7. O -0.740
8. O -1.353
9. O -0.699
10. C 0.138
11. F -0.098
12. F -0.104
13. F -0.217
14. S 0.752
15. O -0.594
16. O -0.089
17. O -0.891
18. C -0.758
19. O -0.279
20. C -0.585
21. C -0.384
22. O -0.402
23. C -0.634
24. H 0.296
25. H 0.314
26. H 0.254
27. H 0.428
28. H 0.278
29. H 0.280
30. H 0.323
31. H 0.276
32. H 0.327
33. H 0.232
34. C -0.576
35. O -0.377
36. C -0.226
37. C -0.488
38. O -0.295
39. C -0.734
40. H 0.156
41. H 0.290
42. H 0.320
43. H 0.204
44. H 0.215
45. H 0.282
46. H 0.330
47. H 0.288
48. H 0.248
49. H 0.314
50. C -0.999
51. O 0.387
52. C -0.761
53. C -0.858
54. O 0.041
55. C -0.685
56. H 0.244
57. H 0.204
58. H 0.412
59. H 0.530
60. H 0.356
61. H 0.401
62. H 0.459
63. H 0.231
64. H 0.378
65. H 0.085
66. C -0.544
67. O -0.464
68. C -0.686
69. C -0.093
70. O -0.348
71. C -0.632
72. H 0.174
73. H 0.251
74. H 0.369
75. H 0.354
76. H 0.371
77. H -0.027
78. H 0.507
79. H 0.260
80. H 0.190
81. H 0.315
82. C -0.821
83. O -0.003
84. C -0.919
85. C 0.422
86. O -0.445
87. C -0.485
88. H 0.344
89. H 0.158
90. H 0.295
91. H 0.422
92. H 0.406
93. H 0.384
94. H -0.414
95. H 0.412
96. H 0.320
97. H 0.030
98. C -1.119
99. O 0.119

***

No. 3
The following is a quantum chemistry calculation of a 2-piece molecular cluster, C4H11N2 overall, from the Open Molecules 2025 dataset.

Geometry as XYZ:
```
17
Properties=species:S:1:pos:R:3
C -0.57 -1.81 0.09
C 0.35 -0.95 0.56
N 0.11 0.22 1.22
C 1.08 0.72 2.19
H -1.63 -1.58 0.21
H -0.29 -2.73 -0.39
H 1.41 -1.13 0.37
H -0.85 0.37 1.49
H 0.88 0.36 3.20
H 2.08 0.44 1.89
H 1.02 1.81 2.23
C -1.02 1.18 -2.24
N -0.23 0.19 -2.20
H -1.99 1.13 -1.77
H -0.70 2.06 -2.78
H 0.71 0.34 -2.55
H -0.35 -0.61 -1.52
```

Its energy relative to the best compared isomer or geometry (same formula, charge and spin) is 239.5 kJ/mol. The value obtained for the HOMO energy is -12.26 eV. Its frontier orbital gap is 7.10 eV. The multiplicity is 1. The net charge is +1. The calculation puts the total energy at -268.21369 a.u.

Let us look at the natural (NBO) charges, expressed in e, one per atom:
1. C -0.602
2. C 0.043
3. N -0.608
4. C -0.409
5. H 0.208
6. H 0.242
7. H 0.205
8. H 0.385
9. H 0.207
10. H 0.210
11. H 0.211
12. C 0.149
13. N -0.584
14. H 0.228
15. H 0.228
16. H 0.430
17. H 0.457

***

Question: Which formula does entry 3 have?
Answer: C4H11N2